{
  "formula": "C4H13N2O",
  "method": "ωB97M-V with the def2-TZVPD basis set",
  "energy_ha": -344.6429,
  "homo_lumo_gap_ev": 9.713,
  "multiplicity": 1,
  "e_homo_ev": -12.5,
  "total_charge": 1,
  "e_above_lowest_kj_mol": 325.4,
  "species": ["H", "O", "C", "H", "H", "C", "H", "C", "H", "H", "N", "H", "H", "H", "H", "H", "H", "H", "C", "N"],
  "coordinates": [[0.24, 2.48, 1.22], [-2.05, -3.05, 1.46], [-0.41, -0.55, -0.93], [-1.26, 1.40, -0.78], [1.71, 1.66, 1.41], [2.09, 1.76, -1.08], [0.73, -1.20, 0.60], [-0.33, 0.95, -1.11], [-0.89, -1.48, 1.07], [-1.30, -1.13, -0.99], [-0.19, -0.86, 0.55], [2.35, 1.19, -1.97], [-0.13, 0.10, 0.97], [-0.33, 1.00, -2.18], [-2.03, -3.92, 1.89], [2.59, 2.68, -0.90], [0.49, -1.09, -1.43], [-2.99, -2.99, 1.68], [0.93, 1.50, -0.42], [0.77, 1.52, 0.96]],
  "lowdin_charge": [0.1888, -0.0618, -0.1284, 0.1314, 0.1379, 0.0854, 0.1238, -0.1237, 0.1431, 0.1156, 0.1393, 0.0771, 0.0892, 0.1187, 0.0726, 0.0618, 0.1660, 0.0684, -0.4332, 0.0281]
}

***

{
  "formula": "C5H7O5Zn",
  "method": "ωB97M-V with the def2-TZVPD basis set",
  "energy_ha": -2350.1386,
  "s2": 0.7522,
  "homo_lumo_gap_ev": [7.977, 5.833],
  "multiplicity": 2,
  "e_homo_ev": [-8.3, -8.4],
  "total_charge": 0,
  "species": ["H", "O", "H", "C", "O", "C", "O", "H", "C", "H", "H", "Zn", "O", "H", "H", "C", "C", "O"],
  "coordinates": [[-0.54, -1.22, -1.58], [1.07, 0.00, 0.32], [-2.58, -2.29, -0.57], [-2.67, -1.44, 0.12], [2.45, 2.39, 1.95], [-0.88, -0.35, -1.00], [-1.41, -0.78, 0.24], [-2.95, -1.80, 1.11], [2.74, 2.01, 0.83], [-1.64, 0.20, -1.58], [-0.09, 1.56, -0.35], [0.15, -1.14, 1.75], [3.04, -0.59, 0.99], [0.89, 0.71, -1.62], [-3.42, -0.73, -0.25], [2.38, 0.33, 0.56], [0.27, 0.59, -0.73], [3.18, 2.57, -0.17]],
  "lowdin_spin": [0.0007, 0.1216, 0.0007, 0.0180, 0.0121, 0.0090, 0.1295, 0.0092, 0.0060, 0.0010, 0.0006, 0.6154, 0.0443, 0.0004, 0.0004, 0.0171, 0.0068, 0.0073]
}

***

{
  "formula": "H30O15",
  "method": "ωB97M-V with the def2-TZVPD basis set",
  "energy_ha": -1146.5921,
  "homo_lumo_gap_ev": 8.951,
  "multiplicity": 1,
  "e_homo_ev": -9.1,
  "total_charge": 0,
  "e_above_lowest_kj_mol": 126.1,
  "species": ["H", "H", "O", "H", "H", "O", "O", "O", "O", "O", "H", "H", "O", "H", "H", "H", "H", "H", "H", "H", "H", "H", "H", "O", "H", "H", "H", "O", "O", "H", "H", "H", "O", "H", "H", "O", "H", "H", "O", "H", "H", "O", "H", "H", "O"],
  "coordinates": [[11.74, -13.69, 9.68], [14.21, -10.15, 9.61], [12.21, -14.56, 11.30], [15.56, -13.71, 10.72], [14.48, -12.73, 11.01], [10.80, -13.75, 13.37], [14.61, -13.62, 10.73], [13.47, -9.07, 13.27], [15.05, -10.55, 9.38], [13.68, -11.91, 14.78], [14.67, -10.34, 12.74], [12.71, -11.44, 11.74], [10.71, -10.94, 9.18], [8.95, -11.53, 11.91], [9.79, -10.79, 9.00], [12.00, -11.16, 14.61], [12.50, -8.50, 9.33], [12.31, -8.94, 10.79], [13.14, -14.48, 11.34], [7.93, -12.71, 11.04], [15.79, -10.99, 12.09], [11.12, -13.86, 14.30], [10.25, -8.06, 12.40], [8.83, -12.89, 10.81], [15.52, -9.92, 8.90], [10.93, -10.88, 10.09], [9.99, -9.50, 12.18], [11.75, -11.49, 11.70], [11.22, -10.72, 14.28], [14.16, -11.69, 13.96], [13.97, -11.28, 15.38], [9.84, -13.71, 13.36], [14.90, -11.20, 12.36], [12.56, -9.32, 13.33], [11.77, -14.14, 12.07], [10.64, -8.82, 12.04], [11.29, -10.78, 13.34], [11.35, -12.51, 8.89], [8.70, -10.70, 12.36], [13.47, -8.17, 12.94], [8.85, -12.88, 9.85], [12.89, -9.05, 10.01], [11.35, -12.17, 12.23], [7.94, -10.33, 11.95], [11.81, -13.34, 8.80]],
  "lowdin_charge": [-0.0375, -0.0208, -0.0602, 0.0611, -0.0183, -0.0380, -0.0208, -0.0241, -0.0377, -0.0122, 0.0135, 0.0556, -0.0250, 0.0058, 0.0495, -0.0086, 0.0636, 0.0120, -0.0258, 0.0435, 0.0699, 0.1167, 0.0324, -0.0165, -0.0005, -0.0228, -0.0231, -0.0202, -0.0562, 0.0149, 0.0107, 0.0634, -0.0515, -0.0049, -0.0124, -0.0173, -0.0583, -0.0520, -0.0305, 0.0616, 0.0748, -0.0446, 0.0125, 0.0449, -0.0665]
}

***

{
  "formula": "C5H8N2",
  "method": "ωB97M-V with the def2-TZVPD basis set",
  "energy_ha": -304.7591,
  "homo_lumo_gap_ev": 8.084,
  "multiplicity": 1,
  "e_homo_ev": -7.1,
  "total_charge": 0,
  "smiles": "C=C1C=CN(C)N1",
  "e_above_lowest_kj_mol": 200.5,
  "species": ["C", "C", "N", "H", "H", "C", "H", "H", "H", "H", "H", "N", "C", "H", "C"],
  "coordinates": [[-1.32, -1.47, -1.12], [0.52, 0.79, 0.91], [-0.68, 0.17, 0.50], [2.62, 0.39, 0.12], [1.48, 2.18, 2.21], [0.56, 1.77, 1.82], [-1.25, -2.28, -0.38], [-0.37, 2.20, 2.19], [1.32, -0.97, -1.79], [-2.36, -1.12, -1.16], [-1.48, 0.79, 0.52], [-0.47, -0.35, -0.81], [0.91, -0.45, -0.93], [-1.05, -1.85, -2.12], [1.56, 0.20, 0.06]],
  "lowdin_charge": [-0.0683, -0.3694, 0.0512, 0.1029, 0.0421, 0.0107, 0.0875, 0.0422, 0.1215, 0.0809, 0.1389, -0.2009, -0.0963, 0.0844, -0.0274]
}

***

{
  "formula": "C3H8NO",
  "method": "ωB97M-V with the def2-TZVPD basis set",
  "energy_ha": -248.7593,
  "homo_lumo_gap_ev": 10.139,
  "multiplicity": 1,
  "e_homo_ev": -15.0,
  "total_charge": 1,
  "e_above_lowest_kj_mol": 201.2,
  "species": ["C", "C", "H", "H", "H", "H", "H", "H", "H", "C", "N", "O", "H"],
  "coordinates": [[-0.47, -0.34, -0.25], [0.01, 1.11, -0.71], [-0.42, -2.24, 0.24], [-1.58, -0.43, -0.40], [1.13, 1.78, -0.25], [1.70, -0.66, 1.45], [2.20, -1.24, -0.20], [1.62, -2.40, 1.14], [0.23, 1.12, -1.81], [1.56, -1.43, 0.63], [0.09, -1.30, 0.30], [-1.14, 1.91, -0.41], [-1.01, 2.73, -0.94]],
  "lowdin_charge": [0.0079, -0.1826, 0.2172, 0.1713, 0.2293, 0.1307, 0.0930, 0.1031, 0.1265, 0.0286, 0.0394, -0.0907, 0.1262]
}

***

{
  "formula": "CHAgO5",
  "method": "ωB97M-V with the def2-TZVPD basis set",
  "energy_ha": -561.2410,
  "s2": 0.7576,
  "homo_lumo_gap_ev": [10.541, 6.596],
  "multiplicity": 2,
  "e_homo_ev": [-15.9, -15.7],
  "total_charge": 1,
  "e_above_lowest_kj_mol": 63.5,
  "species": ["H", "O", "O", "O", "C", "O", "O", "Ag"],
  "coordinates": [[-3.12, -0.25, 0.11], [0.31, -1.06, -0.41], [0.85, 0.85, 0.81], [-1.27, 0.99, -0.96], [-1.30, 0.15, -0.14], [-0.01, -0.25, 0.73], [-2.25, -0.45, 0.50], [2.22, -0.08, -0.27]],
  "lowdin_spin": [0.0006, 0.3284, 0.3999, 0.0048, 0.0203, 0.1501, 0.0003, 0.0956]
}

***

{
  "formula": "C9H15NO11S",
  "method": "ωB97M-V with the def2-TZVPD basis set",
  "energy_ha": -1632.2471,
  "homo_lumo_gap_ev": 10.010,
  "multiplicity": 1,
  "e_homo_ev": -9.6,
  "total_charge": 0,
  "species": ["H", "H", "C", "H", "H", "H", "O", "C", "H", "H", "H", "H", "H", "O", "H", "C", "C", "N", "C", "O", "O", "C", "O", "C", "H", "O", "C", "O", "O", "H", "O", "C", "O", "H", "S", "H", "O"],
  "coordinates": [[-1.46, 1.03, 1.40], [0.09, -4.27, 2.94], [-0.43, -2.20, 5.22], [1.54, -0.34, -4.60], [0.87, 2.41, -5.75], [-0.85, -1.81, 2.15], [-0.46, -1.84, 6.38], [-2.26, 0.40, 0.79], [1.17, 0.47, 1.74], [0.82, -2.00, 2.74], [-2.79, 2.65, 0.77], [2.10, 2.53, 1.75], [-3.18, 0.12, 1.50], [-0.53, -1.36, 4.15], [-1.60, -3.80, 3.26], [1.73, 0.34, 0.70], [1.63, 0.75, -4.59], [1.93, 2.91, 0.79], [0.08, 1.58, -3.21], [-1.55, -0.87, 0.44], [-0.31, -3.50, 4.82], [-0.55, -3.53, 3.43], [-0.49, 1.59, -4.45], [0.56, 1.42, -5.38], [2.64, 1.02, -4.92], [-3.20, 2.31, -0.08], [-0.24, -2.13, 3.00], [1.24, -0.78, -0.11], [-0.50, 1.87, -2.18], [0.23, 0.82, -6.23], [1.40, 1.21, -3.27], [1.69, 1.80, -0.04], [-2.78, 1.12, -0.38], [2.86, 0.10, 0.99], [-0.33, -0.49, -0.73], [1.49, 2.01, -1.17], [-0.57, -1.54, -1.88]],
  "lowdin_charge": [0.1536, 0.1400, -0.5153, 0.1416, 0.1376, 0.1032, 0.1332, -0.1915, 0.1263, 0.1334, 0.1297, 0.0229, 0.1751, 0.0574, 0.1392, -0.2226, -0.1272, 0.0410, -0.5242, -0.3595, 0.0649, -0.1309, 0.0804, -0.1331, 0.1398, -0.0379, -0.1485, -0.3709, 0.0657, 0.1405, 0.0305, -0.1334, -0.1973, 0.1560, 1.0818, 0.1039, -0.4052]
}

***

> Which formula does entry 3 have?

H30O15